13 unconnected molecules or ions with the total composition C73H77FIN15OS at a distorted geometry, computed with the ωB97M-V functional and the def2-TZVPD basis.

```
169
Properties=species:S:1:pos:R:3:mulliken_charge:R:1
C -1.1870 -1.6767 -2.3957 -0.918
C -2.3172 -0.9343 -1.4115 0.344
O -2.9408 0.1214 -2.2217 -0.276
C -4.4079 0.1144 -2.1298 -0.479
C -4.9913 1.4005 -1.2438 1.229
C -4.2307 1.9755 0.1277 0.301
F -2.9922 1.3460 0.6829 -0.290
C -4.7965 3.2918 0.9808 -0.733
I -3.7164 3.9763 2.7575 0.083
C -6.1460 4.1227 0.5433 0.460
N -6.8176 5.3458 1.1273 -0.493
S -8.2262 5.6570 0.0815 0.200
N -8.0976 4.3335 -1.1004 -0.480
C -6.8561 3.4764 -0.7899 0.019
C -6.3662 2.1647 -1.7040 0.181
C -7.3091 1.8006 -2.9936 -0.928
C -7.8942 0.2703 -3.0228 -0.542
C -7.9750 -0.4759 -1.5663 0.171
C -8.8989 0.2809 -0.4437 -0.063
N -10.0301 1.1176 -0.9985 -0.617
H -1.0171 -1.0015 -3.3381 0.218
H -0.1901 -1.7866 -1.7775 0.299
H -1.6065 -2.7491 -2.6953 0.270
H -3.0346 -1.7911 -1.0658 -0.251
H -1.7340 -0.5635 -0.4677 0.187
H -4.8082 0.3110 -3.2372 0.067
H -4.8842 -0.9006 -1.7958 0.304
H -6.6538 1.9868 -3.9596 0.323
H -8.2242 2.5623 -3.0780 0.351
H -7.1857 -0.3602 -3.7362 0.289
H -8.9382 0.3192 -3.5966 0.346
H -6.9352 -0.7256 -1.0781 -0.394
H -8.4944 -1.5326 -1.7640 0.382
H -8.1496 0.9244 0.2253 0.133
H -9.3196 -0.5531 0.2826 -0.220
H -9.6681 2.0914 -1.0952 0.331
H -10.4241 0.7384 -1.8871 0.285
N -10.6291 -3.5142 0.7218 -0.508
C -10.8149 -2.5292 1.6276 -0.506
C -10.8169 -2.7330 2.9983 -0.480
C -10.6205 -4.0260 3.4716 -0.346
C -10.4283 -5.0620 2.5634 0.045
C -10.4392 -4.7587 1.2114 -0.537
H -10.9671 -1.5386 1.2089 0.659
H -10.9683 -1.9039 3.6801 0.424
H -10.6169 -4.2249 4.5394 0.399
H -10.2732 -6.0807 2.9003 0.272
H -10.2901 -5.5321 0.4632 0.586
N 2.3141 5.2624 1.8931 -0.394
C 1.0869 5.2243 2.4570 -0.409
C 0.0414 4.4526 1.9759 0.034
C 0.2640 3.6743 0.8449 -0.139
C 1.5167 3.6938 0.2404 -0.765
C 2.5006 4.4948 0.7974 0.240
H 0.9619 5.8512 3.3350 0.359
H -0.9232 4.4586 2.4707 -0.121
H -0.5319 3.0574 0.4379 0.590
H 1.7220 3.0990 -0.6424 0.391
H 3.4959 4.5414 0.3643 0.078
N 8.0141 7.2912 0.4185 -0.592
C 6.7869 7.2531 0.9824 -0.376
C 5.7414 6.4814 0.5013 -0.133
C 5.9640 5.7031 -0.6297 0.015
C 7.2167 5.7226 -1.2341 -0.817
C 8.2006 6.5236 -0.6772 0.011
H 6.6619 7.8800 1.8605 0.386
H 4.7768 6.4875 0.9961 0.372
H 5.1681 5.0862 -1.0367 0.414
H 7.4220 5.1278 -2.1170 0.392
H 9.1959 6.5702 -1.1103 0.351
N -11.8821 -8.8178 3.1217 -0.505
C -10.6198 -9.2939 3.1954 -0.208
C -10.2174 -10.2762 4.0861 -0.481
C -11.1647 -10.8015 4.9586 -0.036
C -12.4725 -10.3302 4.9082 -0.499
C -12.7799 -9.3483 3.9802 -0.224
H -9.9168 -8.8503 2.4963 0.397
H -9.1904 -10.6228 4.0995 0.506
H -10.8863 -11.5718 5.6718 0.363
H -13.2339 -10.7187 5.5750 0.355
H -13.7877 -8.9505 3.8994 0.349
N 9.8404 2.8751 2.9372 -0.390
C 10.6920 3.2706 3.9086 -0.288
C 10.8724 4.5922 4.2842 -0.430
C 10.1386 5.5706 3.6218 -0.597
C 9.2548 5.1948 2.6155 0.259
C 9.1405 3.8473 2.3133 -0.426
H 11.2440 2.4707 4.3934 0.369
H 11.5684 4.8523 5.0735 0.371
H 10.2541 6.6173 3.8877 0.402
H 8.6689 5.9332 2.0800 0.129
H 8.4614 3.5034 1.5381 0.457
N 0.1513 2.9537 -4.9925 -0.452
C 0.6955 4.1884 -4.9224 -0.252
C 0.1845 5.2125 -4.1412 -0.507
C -0.9567 4.9589 -3.3876 -0.298
C -1.5413 3.6977 -3.4403 -0.438
C -0.9549 2.7369 -4.2484 -0.321
H 1.5826 4.3379 -5.5309 0.414
H 0.6644 6.1844 -4.1211 0.391
H -1.3869 5.7373 -2.7643 0.409
H -2.4314 3.4684 -2.8655 0.496
H -1.3717 1.7362 -4.3205 0.476
N -6.1108 -5.5344 -0.1024 -0.578
C -4.8066 -5.1830 -0.1319 -0.409
C -4.3099 -4.0168 0.4278 -0.393
C -5.2038 -3.1542 1.0534 -0.477
C -6.5536 -3.4876 1.0984 -0.233
C -6.9545 -4.6780 0.5134 -0.048
H -4.1493 -5.8869 -0.6341 0.387
H -3.2518 -3.7863 0.3768 0.523
H -4.8517 -2.2301 1.5024 0.470
H -7.2757 -2.8365 1.5780 0.455
H -7.9968 -4.9843 0.5255 0.299
N -8.3859 -11.4739 6.5328 -0.234
C -7.8720 -10.2615 6.8351 0.006
C -7.0103 -10.0325 7.8958 -0.700
C -6.6553 -11.1104 8.7000 -0.141
C -7.1697 -12.3711 8.4152 -0.523
C -8.0217 -12.5015 7.3303 -0.203
H -8.1814 -9.4520 6.1805 0.367
H -6.6258 -9.0378 8.0906 0.350
H -5.9832 -10.9694 9.5414 0.362
H -6.9128 -13.2313 9.0230 0.349
H -8.4464 -13.4656 7.0650 0.363
N 10.6072 -0.8027 -0.2473 -0.300
C 10.4215 0.1823 0.6585 -0.559
C 10.4195 -0.0215 2.0291 -0.125
C 10.6159 -1.3145 2.5025 -0.381
C 10.8080 -2.3505 1.5943 -0.555
C 10.7971 -2.0472 0.2423 -0.203
H 10.2692 1.1729 0.2398 0.404
H 10.2680 0.8076 2.7109 0.678
H 10.6194 -1.5133 3.5703 0.383
H 10.9632 -3.3692 1.9312 0.374
H 10.9463 -2.8206 -0.5059 0.356
N 13.6622 -0.0948 -4.2978 -0.565
C 13.1421 -0.1514 -5.5435 -0.295
C 11.8185 -0.4606 -5.8126 -0.244
C 10.9750 -0.7326 -4.7406 -0.496
C 11.4817 -0.6841 -3.4460 -0.040
C 12.8187 -0.3620 -3.2772 -0.239
H 13.8406 0.0654 -6.3464 0.335
H 11.4541 -0.4890 -6.8332 0.357
H 9.9316 -0.9801 -4.9124 0.369
H 10.8505 -0.8915 -2.5894 0.505
H 13.2604 -0.3077 -2.2861 0.398
N 1.8947 1.7983 -8.4303 -0.506
C 0.6676 1.7602 -7.8664 0.259
C -0.3780 0.9886 -8.3475 -0.501
C -0.1554 0.2103 -9.4785 -0.297
C 1.0974 0.2297 -10.0829 -0.357
C 2.0813 1.0308 -9.5260 -0.225
H 0.5426 2.3872 -6.9883 0.274
H -1.3426 0.9946 -7.8527 0.357
H -0.9513 -0.4066 -9.8855 0.353
H 1.3026 -0.3650 -10.9658 0.355
H 3.0766 1.0774 -9.9591 0.362
N 13.7723 6.3073 2.6899 -0.396
C 12.7404 6.6456 1.8861 -0.037
C 12.8129 7.6275 0.9110 -0.516
C 14.0151 8.3085 0.7509 -0.299
C 15.0954 7.9840 1.5650 -0.351
C 14.9270 6.9845 2.5098 -0.238
H 11.8231 6.0881 2.0519 0.393
H 11.9529 7.8560 0.2918 0.363
H 14.1095 9.0855 -0.0021 0.364
H 16.0455 8.4965 1.4656 0.360
H 15.7416 6.6924 3.1666 0.357
```

Calculated values
Kohn-Sham gap   6.6 eV
Total energy   -122986.2140 eV
LUMO level   -2.13 eV
2S+1   1

A molecular structure, C42H41CuN5O7SSi at a distorted geometry, computed with the ωB97M-V functional and the def2-TZVPD basis.

```
98
Properties=species:S:1:pos:R:3:mulliken_charge:R:1
Cu 0.4498 -0.0106 -2.1030 -1.034
C 3.5339 -1.4655 -0.8423 -0.880
Si 3.6535 0.2161 -1.6124 0.376
C 4.7258 -0.0019 -3.2233 -1.492
C 4.6374 1.1646 -0.2727 -0.590
N 2.1219 0.9963 -2.0103 1.136
C 2.1458 2.2998 -2.3084 0.705
C 3.2627 3.0069 -2.8804 -0.987
C 3.5807 4.2826 -2.5049 -0.360
C 2.6415 5.0715 -1.8508 -0.615
C 1.3998 4.5444 -1.5683 -0.353
C 1.0845 3.2343 -1.8494 -0.517
O -0.0761 2.6981 -1.4280 0.535
C -1.3212 3.2452 -1.8206 -0.140
C -1.6163 3.1582 -3.1888 -0.059
C -2.9347 3.5113 -3.5967 -0.817
C -3.7635 4.1024 -2.6618 -0.430
C -3.3171 4.3861 -1.3853 -1.003
C -2.1348 3.7963 -0.8632 0.054
H 4.5218 -1.9837 -0.5254 0.369
H 3.0124 -2.2070 -1.4813 0.324
H 2.9955 -1.4026 0.1499 0.020
H 5.5885 0.6189 -3.3224 0.427
H 4.1003 0.1615 -4.1131 0.404
H 5.0072 -1.0976 -3.2802 0.333
H 5.6215 0.6278 -0.0670 0.300
H 4.0009 1.1698 0.6289 -0.023
H 4.8929 2.2405 -0.4949 0.263
H 4.0081 2.3489 -3.3227 0.425
H 4.5504 4.7552 -2.7068 0.413
H 2.9109 6.0851 -1.4943 0.366
H 0.6376 5.1876 -1.1577 0.490
H -0.8822 2.8141 -3.9278 0.314
H -3.3137 3.2427 -4.5608 0.457
H -4.8094 4.3205 -2.9167 0.367
H -3.9563 4.9405 -0.7111 0.375
H -1.9069 3.6489 0.1626 0.649
O -2.0069 -0.3599 -4.3875 -0.758
C -2.3506 -0.1950 -3.2115 -0.109
N -1.5152 0.0490 -2.1523 1.115
S -2.2776 -0.0145 -0.7016 0.250
O -1.7800 -1.1752 0.0234 -0.266
O -2.1893 1.2472 0.0367 -0.528
C -3.8952 -0.1421 -1.3937 0.157
C -5.1368 -0.1109 -0.7273 -0.579
C -6.2487 -0.3387 -1.4891 -0.529
C -6.1891 -0.7688 -2.8041 -0.500
C -4.9031 -0.8694 -3.4253 -0.597
C -3.8230 -0.3175 -2.7711 0.409
H -5.1246 -0.1271 0.4013 0.381
H -7.2082 -0.2561 -0.9868 0.410
H -7.0769 -1.1051 -3.3496 0.408
H -4.7928 -1.2122 -4.4756 0.419
N -1.2075 -6.7057 -1.3324 -0.375
C -0.8665 -5.9783 -2.4389 0.218
O -0.8828 -6.4100 -3.5784 -0.612
C -0.4280 -4.5984 -2.1574 0.814
C -0.0423 -4.0685 -0.8575 -0.985
C 0.3292 -2.7358 -0.7592 -0.741
N 0.5194 -1.9935 -1.8700 0.863
C 0.2046 -2.4858 -3.1140 -0.270
C -0.2289 -3.7882 -3.2662 -1.109
H -1.5745 -7.5908 -1.6034 0.267
H -1.5998 -6.2581 -0.5482 0.199
H 0.0014 -4.6964 0.0007 0.696
H 0.5315 -2.3188 0.2032 0.753
H 0.3150 -1.7165 -3.9218 0.378
H -0.3189 -4.1650 -4.3120 0.377
C 1.7159 -3.4273 6.7875 -0.960
O 1.2966 -2.2732 6.0280 -0.387
C 0.3227 -2.5295 5.1148 0.629
C -0.5499 -3.6378 5.1153 -0.473
C -1.3549 -3.8831 4.0437 -0.849
C -1.2319 -3.1805 2.8591 -0.305
C -0.4809 -2.0400 2.8592 -0.556
C 0.3513 -1.6811 3.9744 -0.073
N 1.1037 -0.5418 3.8817 0.367
C 1.1636 0.4396 4.8375 -0.272
C 1.1672 1.7548 4.3781 0.693
C 0.5528 2.6727 5.2361 -0.522
C 0.4546 3.9954 4.8387 -0.859
C 0.8798 4.2854 3.5233 -0.231
C 1.4505 3.4183 2.6463 -0.800
C 1.7400 2.0681 3.0691 0.356
O 2.4945 1.2725 2.3942 -0.830
H 2.7841 -3.3775 6.8697 0.285
H 1.5244 -4.3957 6.2989 0.429
H 1.3512 -3.4622 7.8617 0.285
H -0.6606 -4.2786 6.0204 0.421
H -2.0804 -4.6894 4.1760 0.373
H -1.6142 -3.5866 1.8998 0.464
H -0.4909 -1.3509 2.0520 0.741
H 1.3923 -0.2684 2.9590 -0.035
H 0.9203 0.1444 5.8391 0.502
H 0.1276 2.3633 6.1991 0.344
H -0.0204 4.7426 5.4413 0.411
H 0.6567 5.2908 3.2410 0.382
H 1.7477 3.6548 1.6357 0.516
```

Calculated values
Energy above the lowest of the compared OMol25 structures with the same formula, charge and spin   8.9 kcal/mol
Kohn-Sham gap (spin up / spin down)   7.0 / 5.5 eV
Total energy   -129352.2667 eV
LUMO level (spin up / spin down)   -0.50 / -2.02 eV
2S+1   2

2 unconnected molecules or ions with the total composition CH4O2S at a distorted geometry, computed with the ωB97M-V functional and the def2-TZVPD basis.

```
8
Properties=species:S:1:pos:R:3:mulliken_charge:R:1
C 0.1625 -0.0521 0.5560 -0.916
O -2.1029 -1.2226 0.1199 -0.500
O -2.3017 1.1802 0.1772 -0.493
S -1.5020 0.0440 -0.1571 0.700
H 0.3287 0.1532 1.5439 0.398
H 0.4307 -1.0917 0.5262 0.342
H 0.8856 0.4919 0.0296 0.343
H -0.9634 0.0923 -2.0828 0.125
```

Calculated values
Energy above the lowest of the compared OMol25 structures with the same formula, charge and spin   78.7 kcal/mol
Kohn-Sham gap   9.7 eV
Total energy   -16028.6625 eV
LUMO level   -0.93 eV
2S+1   1

A gas-phase ion, C5H9INO (charge +1) at a distorted geometry, computed with the ωB97M-V functional and the def2-TZVPD basis.

```
17
Properties=species:S:1:pos:R:3:mulliken_charge:R:1
C -0.1727 1.7433 -0.2574 -0.547
C 0.5777 1.1069 0.5624 0.631
C -0.7466 0.9820 -1.5570 -0.452
C -0.1699 -1.3415 -0.4819 -0.989
C 1.4632 -0.3159 2.1956 -0.293
N -1.0757 -0.4910 -1.1304 -0.167
O 1.4858 0.7428 1.3209 -0.253
I -0.8608 -3.2113 0.2082 0.141
H -0.4354 2.8159 -0.1773 0.396
H -1.5175 1.6571 -1.9011 0.398
H 0.0289 0.9488 -2.3308 0.317
H 0.5508 -1.5101 -1.2601 0.381
H 0.7285 -0.0655 3.0940 0.279
H 2.3954 -0.5405 2.5317 0.292
H 0.9981 -1.1824 1.7809 0.118
H -1.8471 -0.4788 -0.5274 0.371
H -1.4027 -0.8596 -2.0703 0.377
```

Calculated values
Energy above the lowest of the compared OMol25 structures with the same formula, charge and spin   104.0 kcal/mol
Kohn-Sham gap (spin up / spin down)   7.1 / 7.1 eV
Total energy   -16956.2206 eV
LUMO level (spin up / spin down)   -4.61 / -4.61 eV
Total charge   +1
2S+1   1